(1)
This record from the Open Molecules 2025 dataset describes one molecule with the formula C5H8O. The level of theory is ωB97M-V/def2-TZVPD.

Properties
**Molecular weight**: 84.12 g/mol
**HOMO-LUMO gap**: 8.7 eV
**Total charge**: 0
**HOMO energy**: -8.66 eV
**Total energy**: -270.38367 hartree
**ΔE to the lowest compared entry with this formula, charge and spin**: 109.3 kcal per mole

Last column: Mulliken charge in e.
CARTESIAN COORDINATES (ANGSTROEM)
C: -2.07152 -0.29454 0.67995  -0.744
C: -0.66913 0.03471 1.03096  -0.211
C: 1.26321 1.40062 -0.94144  -0.662
C: 1.99008 0.37160 -0.51288  0.090
O: 1.61260 -0.63195 0.32245  -0.297
C: 0.22999 -0.91113 0.36535  -0.530
H: -2.34537 0.54932 0.02208  0.270
H: -2.74251 -0.20242 1.53927  0.326
H: -2.27208 -1.22850 0.12576  0.306
H: 1.70085 2.11694 -1.62787  0.248
H: 0.25756 1.59865 -0.58625  0.186
H: 3.02161 0.22878 -0.82477  0.335
H: 0.12379 -1.78245 1.04325  0.315
H: -0.09910 -1.24963 -0.63586  0.370

Cartesian forces, eV/Å:
0.010 -0.049 0.098
-0.092 -0.328 -0.216
-0.012 -0.106 0.075
0.097 0.178 -0.193
0.036 0.026 -0.007
-0.170 0.120 0.009
0.035 -0.069 0.080
0.086 0.063 -0.104
0.095 0.123 0.101
-0.001 -0.146 0.122
0.098 -0.064 -0.101
-0.101 0.082 0.083
-0.070 0.069 -0.056
-0.011 0.102 0.107



(2)
This record from the Open Molecules 2025 dataset describes one molecule with the formula C5H8O. The level of theory is ωB97M-V/def2-TZVPD.

Properties
**Molecular weight**: 84.12 g/mol
**HOMO-LUMO gap**: 10.5 eV
**Total charge**: 0
**HOMO energy**: -9.58 eV
**Total energy**: -270.48771 hartree
**ΔE to the lowest compared entry with this formula, charge and spin**: 44.0 kcal per mole
**Structure (SMILES)**: CC#C[C@@H](C)O

Last column: Mulliken charge in e.
CARTESIAN COORDINATES (ANGSTROEM)
C: -2.73298 -0.48168 -0.55471  -1.267
C: -1.27513 -0.39528 -0.45582  0.642
C: -0.08174 -0.27292 -0.32639  -0.202
C: 1.35133 0.04882 -0.16546  0.218
C: 1.52386 1.03884 0.98230  -1.255
O: 2.15870 -1.08222 0.12314  -0.540
H: -3.18542 0.29257 0.07503  0.281
H: -3.09503 -1.45397 -0.20355  0.297
H: -3.07376 -0.32660 -1.58535  0.296
H: 1.68728 0.52716 -1.10092  0.199
H: 1.37702 0.51484 1.93065  0.322
H: 2.52895 1.46671 0.97168  0.327
H: 0.78534 1.84311 0.90289  0.356
H: 2.03157 -1.71937 -0.59350  0.325

Cartesian forces, eV/Å:
-0.044 0.009 0.013
0.541 0.060 0.100
-0.526 -0.059 -0.127
-0.233 0.384 -0.015
0.051 0.036 0.062
-0.072 -0.192 -0.297
0.026 -0.139 -0.121
0.067 0.154 -0.106
0.078 -0.076 0.215
-0.031 -0.130 0.167
-0.033 0.069 -0.115
-0.079 -0.069 0.000
0.187 -0.132 -0.004
0.068 0.086 0.228



(3)
This record from the Open Molecules 2025 dataset describes one molecule with the formula C5H8O. The level of theory is ωB97M-V/def2-TZVPD.

Properties
**Molecular weight**: 84.12 g/mol
**HOMO-LUMO gap**: 10.3 eV
**Total charge**: 0
**HOMO energy**: -9.29 eV
**Total energy**: -270.55004 hartree
**ΔE to the lowest compared entry with this formula, charge and spin**: 4.9 kcal per mole
**Structure (SMILES)**: O=C1CCCC1

Last column: Mulliken charge in e.
CARTESIAN COORDINATES (ANGSTROEM)
O: -1.67291 -1.83819 -0.01504  -0.581
C: -0.77005 -1.04857 -0.08392  0.395
C: 0.26759 -0.80493 1.00384  -0.446
C: 1.01593 0.44569 0.54200  -0.564
C: -0.03394 1.14498 -0.35241  -0.609
C: -0.64753 -0.04036 -1.17988  -0.502
H: -0.30835 -0.63014 1.91993  0.238
H: 0.88227 -1.69464 1.15894  0.331
H: 1.39398 1.04784 1.37829  0.319
H: 1.87566 0.16794 -0.07577  0.268
H: 0.37672 1.87389 -1.03846  0.334
H: -0.74112 1.68174 0.31921  0.267
H: -1.63261 0.08500 -1.65213  0.299
H: 0.01543 -0.47665 -1.96047  0.250

Cartesian forces, eV/Å:
-0.102 -0.592 0.218
-0.497 -0.412 0.153
-0.079 -0.116 0.015
0.025 -0.019 -0.208
0.119 0.033 -0.509
-0.005 0.391 0.412
0.168 -0.024 -0.028
-0.051 0.095 0.015
-0.215 -0.018 -0.303
-0.019 -0.016 0.085
0.281 0.337 0.090
-0.021 -0.584 -0.692
0.361 0.266 0.259
0.032 0.659 0.494



(4)
This record from the Open Molecules 2025 dataset describes one molecule with the formula C5H8O. The level of theory is ωB97M-V/def2-TZVPD.

Properties
**Molecular weight**: 84.12 g/mol
**HOMO-LUMO gap**: 9.3 eV
**Total charge**: 0
**HOMO energy**: -8.19 eV
**Total energy**: -270.53002 hartree
**ΔE to the lowest compared entry with this formula, charge and spin**: 17.5 kcal per mole
**Structure (SMILES)**: CC1=CCCO1

Last column: Mulliken charge in e.
CARTESIAN COORDINATES (ANGSTROEM)
C: -2.08068 0.12159 0.62854  -1.135
C: -0.65758 0.02542 0.19742  0.414
C: -0.09580 0.37293 -0.95892  -0.266
C: 1.36456 0.00229 -0.93418  -0.389
C: 1.53399 -0.40080 0.54602  -0.403
O: 0.21110 -0.51762 1.10546  -0.430
H: -2.45565 -0.85599 0.94902  0.294
H: -2.19950 0.81533 1.46780  0.271
H: -2.68963 0.47416 -0.20780  0.285
H: -0.62114 0.80437 -1.80066  0.347
H: 2.02850 0.83114 -1.20386  0.284
H: 1.58480 -0.82744 -1.61933  0.229
H: 2.07150 0.36841 1.11308  0.243
H: 2.04433 -1.35770 0.68476  0.257

Cartesian forces, eV/Å:
-0.024 -0.001 0.001
-0.129 0.153 -0.250
-0.086 -0.023 0.084
0.101 -0.018 -0.012
0.255 -0.001 -0.033
-0.103 -0.022 -0.004
0.083 0.111 -0.036
0.074 -0.109 -0.094
0.074 -0.045 0.149
0.062 -0.079 0.118
-0.090 -0.127 0.055
-0.026 0.110 0.110
-0.098 -0.093 -0.071
-0.093 0.143 -0.017



(5)
This record from the Open Molecules 2025 dataset describes C5H8O as an isolated structure. The level of theory is ωB97M-V/def2-TZVPD.

Properties
**Molecular weight**: 84.12 g/mol
**HOMO-LUMO gap**: 9.0 eV
**Total charge**: 0
**HOMO energy**: -7.93 eV
**Total energy**: -270.45976 hartree
**ΔE to the lowest compared entry with this formula, charge and spin**: 61.6 kcal per mole

Last column: Mulliken charge in e.
CARTESIAN COORDINATES (ANGSTROEM)
C: 0.32461 2.05851 -0.29342  -0.927
C: 0.73795 1.01423 0.69912  -0.255
C: 0.46668 -0.21066 0.28264  0.298
C: -0.52578 -1.25770 0.67897  -0.505
C: -0.21044 -1.82347 -0.70818  -0.302
O: 0.59755 -0.66643 -1.01505  -0.399
H: 0.43187 1.72629 -1.32946  0.294
H: -0.76420 2.17648 -0.12962  0.215
H: 0.63690 1.23793 1.75756  0.272
H: 0.82330 3.00085 -0.12063  0.328
H: -1.51628 -0.77583 0.70909  0.186
H: -0.36034 -1.83915 1.57894  0.298
H: 0.39204 -2.73305 -0.69160  0.239
H: -1.03385 -1.90801 -1.41837  0.256

Cartesian forces, eV/Å:
0.239 0.455 -0.118
-0.622 -0.082 -0.052
0.019 0.127 0.270
0.025 -0.343 0.240
-0.216 -0.470 -0.070
-0.197 0.084 -0.081
0.255 0.180 0.229
0.371 0.324 -0.080
-0.193 -0.092 -0.129
0.021 0.418 -0.284
0.315 -0.247 0.142
-0.026 -0.282 -0.061
0.010 0.039 -0.158
-0.001 -0.112 0.154



(6)
This record from the Open Molecules 2025 dataset describes one molecule with the formula C5H8O. The level of theory is ωB97M-V/def2-TZVPD.

Properties
**Molecular weight**: 84.12 g/mol
**HOMO-LUMO gap**: 10.8 eV
**Total charge**: 0
**HOMO energy**: -9.73 eV
**Total energy**: -270.51386 hartree
**ΔE to the lowest compared entry with this formula, charge and spin**: 27.6 kcal per mole
**Structure (SMILES)**: C[C@H]1C[C@H]1C=O

Last column: Mulliken charge in e.
CARTESIAN COORDINATES (ANGSTROEM)
C: -1.31690 -0.89365 -0.39836  -1.388
C: -0.57606 0.43176 -0.50566  0.316
C: -0.13229 1.17648 0.70559  -0.831
C: 0.90936 0.55688 -0.20023  0.007
C: 1.65557 -0.61863 0.30165  -0.180
O: 2.79182 -0.88898 -0.01177  -0.499
H: -1.64268 -1.09357 0.62776  0.327
H: -2.21475 -0.87638 -1.02235  0.363
H: -0.71023 -1.74399 -0.72773  0.320
H: -0.87736 1.04949 -1.34841  0.369
H: -0.28923 0.69380 1.66941  0.256
H: -0.19450 2.25954 0.72880  0.260
H: 1.50029 1.21023 -0.83671  0.379
H: 1.09697 -1.26299 1.01800  0.301

Cartesian forces, eV/Å:
-0.018 -0.088 0.042
-0.069 -0.020 -0.086
-0.094 0.100 0.137
0.261 -0.024 -0.089
0.149 0.001 -0.077
-0.419 0.083 0.130
0.090 0.012 -0.125
0.114 0.028 0.097
-0.094 0.143 -0.004
0.065 -0.092 0.146
0.022 0.061 -0.182
0.025 -0.162 -0.022
-0.118 -0.094 0.109
0.086 0.052 -0.076



(7)
This record from the Open Molecules 2025 dataset describes a 2-piece molecular cluster, C5H8O overall. The level of theory is ωB97M-V/def2-TZVPD.

Properties
**Molecular weight**: 84.12 g/mol
**HOMO-LUMO gap**: 9.6 eV
**Total charge**: 0
**HOMO energy**: -8.84 eV
**Total energy**: -270.34303 hartree
**ΔE to the lowest compared entry with this formula, charge and spin**: 134.8 kcal per mole

Last column: Mulliken charge in e.
CARTESIAN COORDINATES (ANGSTROEM)
C: 2.39296 -0.18477 0.55389  -0.034
O: 2.15173 0.96857 0.82865  -0.415
C: 0.00314 -0.54646 -0.16558  -0.524
C: -0.96634 -0.04113 0.90467  -0.401
C: -1.62841 -0.12202 -0.45137  -0.348
C: -0.45574 0.56869 -1.10756  -0.403
H: 2.29492 -1.00061 1.29373  0.254
H: 2.75008 -0.49188 -0.44641  0.254
H: -0.78893 0.97461 1.25437  0.193
H: -1.26260 -0.73720 1.68931  0.249
H: -2.67786 -0.17525 -0.73405  0.489
H: -1.24996 -1.23080 -0.69181  0.246
H: -0.28099 1.58327 -0.75267  0.192
H: -0.28198 0.43498 -2.17516  0.248

Cartesian forces, eV/Å:
0.016 0.224 0.076
0.146 -0.442 -0.095
-0.067 0.097 0.004
-0.026 -0.014 0.251
-0.201 0.062 -0.030
0.093 0.138 -0.199
0.023 0.128 -0.038
-0.015 0.091 0.101
-0.022 -0.126 -0.102
0.036 0.103 -0.135
0.164 -0.024 0.036
-0.064 -0.079 -0.037
-0.043 -0.163 0.000
-0.040 0.005 0.168



(8)
This record from the Open Molecules 2025 dataset describes one molecule with the formula C5H8O at a distorted geometry. The level of theory is ωB97M-V/def2-TZVPD.

Properties
**Molecular weight**: 84.12 g/mol
**HOMO-LUMO gap**: 8.6 eV
**Total charge**: 0
**HOMO energy**: -8.21 eV
**Total energy**: -270.40893 hartree
**ΔE to the lowest compared entry with this formula, charge and spin**: 93.5 kcal per mole

Last column: Mulliken charge in e.
CARTESIAN COORDINATES (ANGSTROEM)
C: 1.69285 -0.75103 0.06996  -1.222
C: 0.49608 0.14708 -0.02563  -0.115
C: -0.64563 -0.11965 -0.96056  -0.397
C: -1.69694 0.49911 -0.08777  -0.393
C: -1.10650 0.69630 1.14834  0.262
O: -1.07993 1.31668 2.18251  -0.591
H: 2.39561 -0.45522 0.85490  0.354
H: 1.42702 -1.80182 0.19607  0.326
H: 2.22049 -0.64590 -0.88919  0.331
H: 0.79976 1.20094 -0.05388  0.327
H: -0.52352 0.43740 -1.89851  0.294
H: -0.76272 -1.18258 -1.20574  0.259
H: -2.63518 0.94029 -0.39939  0.380
H: -0.53050 -0.40736 1.09053  0.186

Cartesian forces, eV/Å:
0.024 -0.185 0.035
0.152 -0.298 -0.227
-0.091 -0.050 0.048
-0.228 0.148 0.041
-0.738 0.363 0.166
-0.222 -0.266 -0.235
-0.221 -0.028 -0.061
0.037 0.057 0.012
0.017 -0.098 0.131
-0.294 -0.327 0.300
-0.001 -0.002 0.138
-0.093 0.165 -0.041
0.037 0.043 -0.009
1.620 0.476 -0.297



(9)
This record from the Open Molecules 2025 dataset describes one molecule with the formula C5H8O. The level of theory is ωB97M-V/def2-TZVPD.

Properties
**Molecular weight**: 84.12 g/mol
**HOMO-LUMO gap**: 10.7 eV
**Total charge**: 0
**HOMO energy**: -9.61 eV
**Total energy**: -270.50456 hartree
**ΔE to the lowest compared entry with this formula, charge and spin**: 33.5 kcal per mole
**Structure (SMILES)**: O=CCC1CC1

Last column: Mulliken charge in e.
CARTESIAN COORDINATES (ANGSTROEM)
O: 1.39975 1.91078 -0.16363  -0.469
C: 1.82068 0.84725 0.21963  0.063
C: 1.04488 -0.44586 0.31377  -0.855
C: -0.26476 -0.59187 -0.44623  0.149
C: -1.55792 -0.52937 0.32366  -0.706
C: -1.21263 0.56067 -0.64114  -0.532
H: 2.86455 0.76661 0.60304  0.338
H: 1.74532 -1.24559 0.03931  0.388
H: 0.86477 -0.55525 1.39746  0.279
H: -0.22928 -1.30895 -1.26173  0.376
H: -2.36461 -1.21079 0.06960  0.272
H: -1.45401 -0.31798 1.38666  0.241
H: -1.76356 0.59891 -1.57767  0.264
H: -0.89317 1.52145 -0.26273  0.192

Cartesian forces, eV/Å:
0.289 -0.387 0.079
-0.113 0.358 -0.092
-0.073 0.031 -0.008
0.104 -0.098 -0.098
-0.115 -0.115 0.139
0.010 0.186 -0.064
-0.129 0.028 -0.054
-0.155 0.065 0.130
0.147 -0.102 -0.168
0.015 0.088 0.121
0.174 0.075 0.050
-0.131 -0.015 -0.197
0.128 -0.016 0.178
-0.150 -0.098 -0.016



(10)
This record from the Open Molecules 2025 dataset describes one molecule with the formula C5H8O. The level of theory is ωB97M-V/def2-TZVPD.

Properties
**Molecular weight**: 84.12 g/mol
**HOMO-LUMO gap**: 10.3 eV
**Total charge**: 0
**HOMO energy**: -9.38 eV
**Total energy**: -270.52404 hartree
**ΔE to the lowest compared entry with this formula, charge and spin**: 21.2 kcal per mole
**Structure (SMILES)**: C=CCC(C)=O

Last column: Mulliken charge in e.
CARTESIAN COORDINATES (ANGSTROEM)
C: -2.05992 -0.89398 0.03141  -0.669
C: -0.91976 -0.87791 -0.65156  -0.109
C: 0.42442 -0.90698 0.04638  -0.720
C: 0.61208 0.47063 0.67566  0.709
C: 1.38893 1.51019 -0.10278  -1.042
O: 0.11198 0.73103 1.74775  -0.550
H: -2.05341 -0.98622 1.11572  0.248
H: -3.02507 -0.78463 -0.45308  0.262
H: -0.92522 -0.75254 -1.73322  0.295
H: 0.41792 -1.64526 0.85369  0.298
H: 1.23508 -1.14844 -0.64906  0.360
H: 0.90738 2.48410 0.01242  0.319
H: 2.39371 1.58221 0.32945  0.277
H: 1.48784 1.25878 -1.16249  0.321

Cartesian forces, eV/Å:
0.100 -0.014 -0.097
-0.229 0.062 0.058
0.041 -0.067 0.063
-0.065 0.112 0.270
-0.003 0.073 -0.035
0.281 -0.110 -0.342
-0.020 0.025 -0.165
0.138 -0.092 -0.002
-0.010 -0.047 0.150
-0.025 0.120 -0.097
-0.140 0.085 0.103
0.081 -0.126 0.004
-0.106 -0.038 -0.065
-0.043 0.017 0.154